Molecular formula: C4H5NO2S4
Method: DFT, ωB97M-V/def2-TZVPD

Values from the calculation:
<S²> = 2.029
HOMO (spin up / spin down) = -6.8 / -8.9 eV
2S+1 = 3

Last column: Mulliken charge in e.
Atoms and positions in Å:
1 C 1.226 0.438 0.966  0.2856
2 C 2.229 1.104 0.199  0.3621
3 C 0.134 0.132 1.460  -0.1694
4 C -2.040 -1.819 -0.989  -0.7763
5 N 2.326 2.468 0.109  -0.4490
6 O -3.866 -0.437 0.345  -0.5745
7 O -1.930 0.801 -0.649  -0.5442
8 S -1.361 -0.475 1.963  -0.2402
9 S 3.423 0.093 -0.573  -0.0518
10 S 2.894 -1.674 0.006  -0.1478
11 S -2.489 -0.353 -0.003  0.9417
12 H -2.105 -2.651 -0.394  0.3413
13 H -2.604 -1.876 -1.902  0.3347
14 H -0.996 -1.511 -1.119  0.2555
15 H 1.975 3.026 0.847  0.2349
16 H 3.185 2.734 -0.268  0.1976